Version P
{
  "formula": "H2NO3S",
  "method": "the ωB97M-V functional and the def2-TZVPD basis",
  "lumo_energy_ev": [4.12, 4.12],
  "mol_weight_g_mol": 96.087,
  "orbital_gap_ev": [8.33, 8.33],
  "charge": -1,
  "symbols": ["N", "O", "O", "O", "S", "H", "H"],
  "positions_angstrom": [[-1.36, -0.26, -0.63], [0.73, -0.68, 1.69], [1.76, 0.09, -0.40], [0.35, 1.69, 0.99], [0.71, 0.37, 0.62], [-1.23, -0.03, -1.61], [-0.95, -1.19, -0.67]]
}

=====

Version Q
{
  "formula": "H2NO3S",
  "method": "the ωB97M-V functional and the def2-TZVPD basis",
  "lumo_energy_ev": 4.17,
  "mol_weight_g_mol": 96.087,
  "smiles": "NS(=O)(=O)[O-]",
  "orbital_gap_ev": 8.99,
  "charge": -1,
  "symbols": ["N", "S", "O", "O", "O", "H", "H"],
  "positions_angstrom": [[1.05, -0.33, -0.35], [-0.63, -0.17, 0.06], [-0.93, -1.16, 1.04], [-0.64, 1.42, 0.64], [-1.28, -0.38, -1.21], [1.16, 0.51, -0.85], [1.27, 0.10, 0.66]]
}

=====

Most stable structure - version Q; separation to the second - 88.1 kJ/mol.

=====

Version P
{
  "formula": "C5H13NS",
  "method": "the ωB97M-V functional and the def2-TZVPD basis",
  "lumo_energy_ev": [-2.97, -6.98],
  "mol_weight_g_mol": 119.233,
  "multiplicity": 2,
  "orbital_gap_ev": [9.59, 5.56],
  "charge": 1,
  "s2": 0.755,
  "symbols": ["C", "C", "S", "C", "N", "C", "C", "H", "H", "H", "H", "H", "H", "H", "H", "H", "H", "H", "H", "H"],
  "positions_angstrom": [[-0.01, 0.13, 1.37], [-1.39, 0.32, 1.99], [-2.27, -1.29, 2.29], [-0.07, -0.68, 0.07], [0.68, 0.04, -0.95], [0.04, 0.31, -2.22], [2.13, 0.31, -0.93], [0.54, 1.10, 1.34], [0.59, -0.37, 2.15], [-2.04, 0.97, 1.41], [-1.38, 0.77, 3.00], [-2.70, -1.61, 1.04], [0.35, -1.65, 0.27], [-1.10, -0.68, -0.37], [-0.98, 0.71, -2.00], [-0.23, -0.58, -2.81], [0.49, 1.21, -2.64], [2.58, -0.50, -0.36], [2.39, 1.31, -0.67], [2.40, 0.20, -1.97]]
}

=====

Version Q
{
  "formula": "C5H13NS",
  "method": "the ωB97M-V functional and the def2-TZVPD basis",
  "lumo_energy_ev": [-3.07, -8.02],
  "mol_weight_g_mol": 119.233,
  "multiplicity": 2,
  "orbital_gap_ev": [9.51, 4.50],
  "charge": 1,
  "s2": 0.754,
  "symbols": ["C", "C", "C", "S", "C", "N", "C", "H", "H", "H", "H", "H", "H", "H", "H", "H", "H", "H", "H", "H"],
  "positions_angstrom": [[-0.75, 0.59, -1.22], [0.26, -0.36, -1.68], [1.66, 0.10, -1.18], [2.17, -0.91, 0.36], [-1.54, -0.10, -0.06], [-2.24, 0.82, 0.84], [-1.84, 0.60, 2.24], [-0.34, 1.68, -0.89], [-1.32, 1.12, -2.02], [0.12, -1.51, -1.33], [0.21, -0.42, -2.72], [1.80, 1.15, -1.07], [2.39, -0.20, -1.96], [1.99, 0.02, 1.40], [-0.77, -0.65, 0.52], [-2.24, -0.78, -0.56], [-2.27, 1.77, 0.53], [-2.59, 1.09, 2.75], [-1.94, -0.49, 2.52], [-0.78, 1.03, 2.44]]
}

=====

Most stable structure - version P; separation to the second - 131.0 kJ/mol.

=====

Version P
{
  "formula": "C5H8NO4",
  "method": "the ωB97M-V functional and the def2-TZVPD basis",
  "lumo_energy_ev": [3.60, 3.60],
  "mol_weight_g_mol": 146.122,
  "orbital_gap_ev": [4.98, 4.98],
  "charge": -1,
  "symbols": ["C", "C", "C", "C", "C", "N", "O", "O", "O", "O", "H", "H", "H", "H", "H", "H", "H", "H"],
  "positions_angstrom": [[1.05, 0.94, 0.99], [1.47, 0.03, 0.09], [-0.21, 0.94, -1.07], [1.52, -2.37, 0.30], [-2.46, 0.41, -0.35], [-0.06, 1.73, 0.64], [-0.20, 3.00, 0.94], [0.93, 0.30, -1.20], [2.22, -1.08, 0.20], [-1.27, -0.01, -1.01], [1.57, 1.05, 1.98], [-0.48, 1.75, -1.87], [2.19, -3.20, -0.02], [0.76, -2.35, -0.41], [1.10, -2.76, 1.40], [-2.30, 0.21, 0.73], [-3.31, -0.09, -0.75], [-2.52, 1.50, -0.59]]
}

=====

Version Q
{
  "formula": "C5H8NO4",
  "method": "the ωB97M-V functional and the def2-TZVPD basis",
  "lumo_energy_ev": [3.55, 3.56],
  "mol_weight_g_mol": 146.122,
  "orbital_gap_ev": [5.49, 5.50],
  "charge": -1,
  "symbols": ["C", "C", "C", "C", "C", "N", "O", "O", "O", "O", "H", "H", "H", "H", "H", "H", "H", "H"],
  "positions_angstrom": [[0.05, 1.68, 0.14], [0.42, 0.45, 0.77], [-0.42, -1.48, -0.43], [0.92, -0.28, 3.00], [-0.93, -0.68, -2.67], [0.04, 1.88, -1.15], [-0.34, 3.00, -1.57], [0.58, -0.75, 0.39], [0.92, 0.87, 2.06], [-1.22, -0.83, -1.29], [-0.28, 2.45, 0.84], [0.25, -2.33, -0.83], [1.63, -0.27, 3.75], [1.07, -1.25, 2.55], [0.01, -0.49, 3.52], [-0.92, -1.70, -3.17], [-0.04, -0.20, -2.82], [-1.74, -0.08, -3.10]]
}

=====

Most stable structure - version P; separation to the second - 61.6 kJ/mol.

=====

Version P
{
  "formula": "C2H4N2O4",
  "method": "the ωB97M-V functional and the def2-TZVPD basis",
  "lumo_energy_ev": -0.72,
  "mol_weight_g_mol": 120.064,
  "smiles": "O=N[C@H](O)C(=O)NO",
  "orbital_gap_ev": 8.81,
  "symbols": ["O", "N", "C", "O", "C", "O", "N", "O", "H", "H", "H", "H"],
  "positions_angstrom": [[1.47, -1.40, 0.67], [0.61, -1.53, -0.22], [-0.67, -0.66, 0.02], [-1.50, -1.48, -0.58], [-0.18, 0.69, -0.52], [-0.17, 0.99, -1.69], [0.19, 1.77, 0.38], [0.28, 1.40, 1.64], [-0.83, -0.81, 1.08], [-1.54, -0.95, -1.38], [-0.05, 2.74, -0.15], [1.21, 0.98, 1.94]]
}

=====

Version Q
{
  "formula": "C2H4N2O4",
  "method": "the ωB97M-V functional and the def2-TZVPD basis",
  "lumo_energy_ev": -0.48,
  "mol_weight_g_mol": 120.064,
  "orbital_gap_ev": 8.37,
  "symbols": ["C", "C", "H", "H", "H", "H", "N", "N", "O", "O", "O", "O"],
  "positions_angstrom": [[0.40, -0.06, -0.26], [-1.79, -1.08, -0.14], [-0.84, 2.09, 1.14], [1.48, 1.62, 0.00], [-2.20, -1.95, -0.81], [2.74, -1.48, 1.19], [0.52, 1.37, -0.41], [1.38, -0.78, 0.19], [-0.69, 2.05, -0.06], [-0.49, -1.01, -0.73], [-2.29, -0.34, 0.81], [2.71, -0.40, 0.29]]
}

=====

Most stable structure - version P; separation to the second - 254.5 kJ/mol.